DFT (ωB97M-V/def2-TZVPD) results for C31H56BrCuN4OP3 as an isolated structure at a distorted geometry.

The gap between HOMO and LUMO (alpha / beta) is 5.186 / 3.570 eV. The calculation puts the highest occupied orbital energy (alpha / beta) at -12.297 / -12.296 eV. For the maximum force, the calculation gives 0.073 hartree/bohr. Its net charge is +2. Its multiplicity is 2.

Positions of all 97 atoms, in Å:
1 C -6.24 -4.81 0.62
2 C -5.05 -4.93 -0.16
3 C -4.89 -6.15 -0.87
4 C -5.91 -7.14 -0.90
5 N -7.00 -6.89 -0.16
6 C -7.25 -5.81 0.59
7 C -4.05 -3.90 -0.29
8 C -2.96 -3.34 -0.26
9 C -2.10 -2.56 0.55
10 C -2.39 -1.22 0.49
11 C -1.24 -0.38 0.59
12 C 0.07 -0.95 0.79
13 C 0.16 -2.33 1.11
14 C -0.92 -3.19 0.90
15 Cu 0.53 -1.28 -1.57
16 P 0.40 1.64 -2.18
17 H -3.95 -6.25 -1.40
18 H -6.32 -3.90 1.22
19 H -5.75 -8.07 -1.52
20 H -8.20 -5.66 1.18
21 H -0.95 -4.29 0.94
22 H -3.42 -1.01 0.24
23 H 1.16 -2.82 1.23
24 H -1.48 0.61 0.30
25 C 1.84 2.79 -2.34
26 C 2.30 3.02 -3.77
27 H 2.58 2.28 -1.73
28 H 1.64 3.74 -1.81
29 H 3.05 3.80 -3.84
30 H 2.73 2.11 -4.19
31 H 1.48 3.31 -4.41
32 C 0.27 0.37 -3.52
33 C -1.14 -0.02 -3.97
34 H 0.61 -0.59 -2.97
35 H 1.00 0.43 -4.37
36 H -1.16 -0.95 -4.54
37 H -1.78 -0.18 -3.09
38 H -1.58 0.75 -4.60
39 C -1.15 2.66 -2.16
40 C -1.25 3.63 -3.34
41 H -1.11 3.19 -1.19
42 H -2.04 2.01 -2.10
43 H -2.20 4.17 -3.36
44 H -0.45 4.38 -3.29
45 H -1.15 3.11 -4.30
46 Br 2.13 -0.38 1.90
47 P 2.76 -2.06 -1.25
48 C 2.76 -1.07 -2.80
49 C 3.86 -1.28 -3.86
50 H 2.68 -0.01 -2.46
51 H 1.76 -1.23 -3.28
52 H 3.59 -0.89 -4.86
53 H 4.79 -0.78 -3.58
54 H 4.04 -2.37 -3.94
55 C 4.18 -1.88 0.11
56 C 5.34 -2.84 0.42
57 H 3.53 -1.76 1.08
58 H 4.58 -0.86 -0.06
59 H 5.96 -2.42 1.23
60 H 5.03 -3.81 0.80
61 H 5.98 -2.98 -0.44
62 C 1.74 -3.60 -1.06
63 C 2.04 -4.85 -1.91
64 H 0.67 -3.29 -1.17
65 H 1.76 -3.87 0.00
66 H 1.41 -5.73 -1.65
67 H 1.89 -4.70 -2.98
68 H 3.08 -5.15 -1.75
69 C 2.54 3.37 3.22
70 N 1.31 2.90 3.80
71 C 1.43 1.80 4.72
72 P 0.04 2.99 2.77
73 O -0.04 2.26 1.46
74 N -1.27 2.56 3.71
75 C -2.40 1.74 3.19
76 C -1.43 3.04 5.08
77 N 0.13 4.62 2.40
78 C 0.41 5.55 3.49
79 C -0.60 5.16 1.27
80 H 3.25 3.41 4.03
81 H 2.42 4.37 2.80
82 H 2.89 2.68 2.46
83 H 0.96 2.03 5.69
84 H 1.01 0.86 4.34
85 H 2.48 1.65 4.89
86 H -2.07 0.69 2.99
87 H -3.20 1.73 3.96
88 H -2.80 2.18 2.24
89 H -1.18 2.24 5.79
90 H -0.80 3.92 5.27
91 H -2.48 3.32 5.22
92 H 0.85 6.46 3.03
93 H -0.53 5.83 4.00
94 H 1.12 5.13 4.20
95 H -0.33 4.65 0.34
96 H -1.68 5.07 1.44
97 H -0.35 6.22 1.19

---

DFT (ωB97M-V/def2-TZVPD) results for C31H56IrN2PSSi2 as an isolated structure at a distorted geometry.

The gap between HOMO and LUMO (alpha / beta) is 3.680 / 6.921 eV. The calculation puts the highest occupied orbital energy (alpha / beta) at -1.229 / -4.568 eV. For the maximum force, the calculation gives 0.020 hartree/bohr. Its net charge is -1. Its multiplicity is 6. The energy relative to the best compared isomer or geometry (same formula, charge and spin) comes out at 0.0 kcal/mol.

Positions of all 94 atoms, in Å:
1 Ir -1.15 -0.15 -0.20
2 C -4.03 0.70 2.15
3 Si -2.67 1.43 1.03
4 C -1.81 2.72 2.14
5 C -3.53 2.58 -0.20
6 C -4.55 3.45 0.20
7 C -5.05 4.43 -0.65
8 C -4.51 4.55 -1.92
9 C -3.51 3.69 -2.33
10 C -3.00 2.69 -1.49
11 Si -1.78 1.37 -2.16
12 C -0.54 2.37 -3.23
13 C -2.95 0.62 -3.49
14 H -4.51 1.47 2.76
15 H -3.61 -0.06 2.82
16 H -4.80 0.21 1.55
17 H -2.53 3.12 2.86
18 H -1.45 3.55 1.53
19 H -0.96 2.31 2.69
20 H -4.96 3.37 1.21
21 H -5.84 5.09 -0.32
22 H -4.89 5.32 -2.60
23 H -3.12 3.79 -3.35
24 H -0.99 3.28 -3.64
25 H -0.18 1.77 -4.07
26 H 0.34 2.67 -2.65
27 H -3.54 1.42 -3.95
28 H -3.64 -0.10 -3.05
29 H -2.41 0.11 -4.30
30 S -2.32 -2.32 1.16
31 C -2.43 -2.84 -0.47
32 C -3.03 -4.04 -0.91
33 C -3.04 -4.34 -2.25
34 C -2.46 -3.46 -3.17
35 C -1.90 -2.30 -2.68
36 N -1.88 -2.00 -1.38
37 H -3.48 -4.69 -0.18
38 H -3.50 -5.26 -2.60
39 H -2.46 -3.66 -4.23
40 H -1.45 -1.57 -3.33
41 C 3.31 -2.65 2.48
42 C 1.95 -2.22 1.94
43 C 1.72 -2.83 0.55
44 C 0.87 -2.82 2.85
45 P 1.67 -0.35 1.79
46 N 0.43 0.01 0.92
47 C 3.28 0.44 1.14
48 C 3.83 -0.35 -0.05
49 C 4.42 0.57 2.16
50 C 2.92 1.84 0.60
51 C 1.35 0.33 3.53
52 C 2.25 -0.18 4.66
53 C 1.50 1.86 3.48
54 C -0.11 0.01 3.89
55 H 3.30 -3.74 2.60
56 H 3.53 -2.23 3.46
57 H 4.14 -2.41 1.82
58 H 1.75 -3.92 0.65
59 H 2.48 -2.54 -0.17
60 H 0.73 -2.55 0.17
61 H 0.89 -3.90 2.72
62 H -0.13 -2.48 2.57
63 H 1.05 -2.62 3.90
64 H 4.22 -1.33 0.24
65 H 4.67 0.22 -0.46
66 H 3.10 -0.48 -0.84
67 H 4.73 -0.39 2.56
68 H 4.18 1.23 2.99
69 H 5.28 1.00 1.64
70 H 1.94 1.83 0.11
71 H 3.67 2.14 -0.13
72 H 2.90 2.60 1.38
73 H 3.31 -0.01 4.48
74 H 2.11 -1.24 4.86
75 H 1.99 0.36 5.58
76 H 2.54 2.18 3.49
77 H 1.01 2.29 4.36
78 H 1.02 2.29 2.60
79 H -0.21 -0.97 4.34
80 H -0.76 0.06 3.02
81 H -0.47 0.74 4.62
82 C 1.42 -2.19 -4.17
83 C 1.24 -0.71 -3.83
84 C 2.29 0.14 -4.56
85 C 1.30 -0.48 -2.36
86 H 1.21 -2.39 -5.22
87 H 0.77 -2.82 -3.56
88 H 2.46 -2.49 -3.97
89 H 0.26 -0.39 -4.20
90 H 3.29 -0.13 -4.24
91 H 2.13 1.20 -4.36
92 H 2.22 -0.01 -5.64
93 H 1.62 0.49 -1.99
94 H 1.55 -1.31 -1.71

---

DFT (ωB97M-V/def2-TZVPD) results for a 11-piece molecular cluster, C31H56N11O13 overall at a distorted geometry.

The gap between HOMO and LUMO is 3.272 eV. The calculation puts the highest occupied orbital energy at -8.956 eV. For the maximum force, the calculation gives 0.217 hartree/bohr. Its net charge is +1. Its multiplicity is 1. The energy relative to the best compared isomer or geometry (same formula, charge and spin) comes out at 66.6 kcal/mol.

Positions of all 111 atoms, in Å:
1 C 0.85 -0.10 -2.56
2 C 1.09 -0.32 -1.14
3 C 0.17 0.54 -0.17
4 C -1.22 -0.12 -0.13
5 C -1.18 -1.43 0.47
6 C -0.42 -2.40 -0.47
7 N 0.87 -1.79 -0.88
8 O 1.95 -2.54 -1.13
9 C -1.28 -2.76 -1.70
10 C -0.13 -3.76 0.34
11 C 2.53 0.16 -0.78
12 H 1.29 -0.98 -3.27
13 H 1.11 0.96 -2.86
14 H -0.21 0.08 -2.95
15 H 0.07 1.54 -0.47
16 H 0.54 0.78 0.87
17 H -1.70 0.21 -1.10
18 H -1.77 0.43 0.68
19 H -2.14 -1.76 0.72
20 H -0.65 -1.33 1.39
21 H -1.67 -1.78 -2.34
22 H -2.19 -3.37 -1.21
23 H -0.73 -3.24 -2.41
24 H -1.09 -3.95 0.66
25 H 0.51 -3.65 1.19
26 H 0.13 -4.53 -0.26
27 H 2.61 -0.29 0.43
28 H 2.57 1.23 -0.77
29 H 3.25 -0.06 -1.65
30 N 6.32 -4.60 2.09
31 C 5.20 -3.99 2.59
32 C 3.93 -4.65 1.97
33 C 4.58 -5.69 1.10
34 C 6.10 -5.51 1.16
35 H 7.21 -4.39 2.33
36 H 5.20 -3.09 3.26
37 H 2.83 -4.53 2.28
38 H 4.22 -6.60 0.31
39 H 6.77 -5.86 0.55
40 N 5.13 5.36 -3.30
41 C 3.78 5.14 -3.42
42 C 3.39 4.30 -2.23
43 C 4.63 4.12 -1.42
44 C 5.66 4.74 -2.23
45 H 5.81 5.62 -3.84
46 H 3.50 5.76 -4.23
47 H 2.37 3.82 -1.89
48 H 4.62 3.48 -0.53
49 H 6.83 4.75 -2.15
50 N -7.24 0.54 1.58
51 C -6.31 0.44 0.47
52 C -5.11 -0.55 0.93
53 C -5.49 -0.99 2.26
54 C -6.82 -0.28 2.61
55 H -8.03 1.00 1.79
56 H -6.53 1.12 -0.39
57 H -4.20 -0.63 0.30
58 H -4.95 -1.63 2.72
59 H -7.33 -0.23 3.39
60 N -5.00 4.54 -1.54
61 C -3.66 4.43 -1.96
62 C -3.20 3.25 -1.29
63 C -4.26 2.77 -0.33
64 C -5.46 3.65 -0.65
65 H -5.67 5.17 -2.02
66 H -3.19 5.40 -2.49
67 H -2.14 3.01 -1.46
68 H -4.06 1.81 0.21
69 H -6.38 3.68 -0.29
70 C -4.74 1.46 -4.46
71 N -3.22 1.26 -4.14
72 O -2.36 2.16 -4.43
73 O -2.84 0.09 -3.79
74 H -4.91 1.34 -5.55
75 H -4.93 2.52 -4.17
76 H -5.33 0.95 -3.93
77 C 1.36 5.82 1.55
78 N 1.27 4.84 0.46
79 O 1.51 3.64 0.80
80 O 0.79 5.10 -0.59
81 H 0.97 6.66 1.25
82 H 2.26 5.82 1.85
83 H 0.53 5.47 2.31
84 C 3.39 -1.06 4.06
85 N 2.28 -1.26 3.07
86 O 2.48 -1.90 2.14
87 O 1.23 -0.68 3.16
88 H 3.11 0.01 4.03
89 H 4.47 -1.42 3.67
90 H 3.12 -1.75 4.81
91 C 5.91 -2.11 -1.57
92 N 6.60 -1.00 -1.00
93 O 6.20 -0.42 -0.12
94 O 7.87 -0.91 -1.27
95 H 5.47 -1.71 -2.48
96 H 5.04 -2.30 -0.77
97 H 6.82 -2.71 -1.84
98 C -0.55 1.40 4.63
99 N -1.70 1.22 3.78
100 O -2.44 0.24 3.88
101 O -1.74 2.01 2.89
102 H 0.19 1.92 4.05
103 H -0.25 0.33 4.91
104 H -0.84 1.92 5.39
105 C -4.70 -5.88 -0.01
106 N -4.82 -4.67 0.79
107 O -4.18 -3.75 0.40
108 O -5.26 -4.80 1.96
109 H -5.49 -6.50 0.45
110 H -3.78 -6.17 0.16
111 H -5.02 -5.59 -1.08

---

DFT (ωB97M-V/def2-TZVPD) results for C31H56N3O3P2Re as an isolated structure at a distorted geometry.

The gap between HOMO and LUMO (alpha / beta) is 7.104 / 5.350 eV. The calculation puts the highest occupied orbital energy (alpha / beta) at -16.563 / -17.083 eV. For the maximum force, the calculation gives 0.134 hartree/bohr. Its net charge is +3. Its multiplicity is 4.

Positions of all 96 atoms, in Å:
1 C -0.93 -2.59 -1.31
2 C 1.37 -2.19 -1.10
3 C -0.71 -3.74 -2.06
4 C 1.65 -3.42 -1.75
5 C 0.60 -4.20 -2.21
6 H -1.58 -4.23 -2.52
7 H 2.69 -3.67 -1.91
8 H 0.78 -5.15 -2.70
9 N 0.09 -2.02 -0.63
10 P -2.41 -0.86 0.32
11 P 2.49 0.28 0.05
12 C -2.25 -1.85 -1.27
13 H -2.33 -1.17 -2.14
14 H -3.06 -2.58 -1.38
15 C -0.16 1.51 1.48
16 O -0.07 2.42 2.25
17 C 2.30 -1.12 -1.01
18 H 3.29 -1.48 -1.34
19 C 3.69 1.21 -1.27
20 C 3.52 0.34 1.75
21 C -3.69 0.52 -0.06
22 C -3.22 -2.26 1.36
23 C 3.16 2.64 -1.24
24 H 3.28 3.13 -0.27
25 H 3.69 3.24 -2.00
26 H 2.09 2.63 -1.49
27 C 5.19 1.15 -0.98
28 H 5.48 1.62 -0.02
29 H 5.57 0.12 -1.01
30 H 5.71 1.71 -1.78
31 C 3.53 0.65 -2.69
32 H 3.83 1.41 -3.42
33 H 4.14 -0.24 -2.87
34 H 2.47 0.39 -2.89
35 C 3.89 1.80 2.06
36 H 2.98 2.41 2.17
37 H 4.44 1.85 3.01
38 H 4.52 2.28 1.30
39 C 2.68 -0.12 2.93
40 H 1.86 0.58 3.16
41 H 2.24 -1.11 2.79
42 H 3.30 -0.17 3.84
43 C 4.68 -0.64 1.63
44 H 5.44 -0.33 0.91
45 H 5.17 -0.74 2.61
46 H 4.29 -1.63 1.34
47 C -3.60 -1.67 2.72
48 H -4.10 -2.44 3.32
49 H -2.70 -1.36 3.26
50 H -4.28 -0.80 2.64
51 C -2.19 -3.38 1.60
52 H -1.91 -3.89 0.67
53 H -1.29 -2.99 2.09
54 H -2.65 -4.13 2.27
55 C -4.46 -2.94 0.73
56 H -4.77 -3.74 1.41
57 H -5.31 -2.27 0.62
58 H -4.24 -3.41 -0.24
59 C -3.46 0.99 -1.50
60 H -3.84 0.27 -2.24
61 H -3.98 1.95 -1.66
62 H -2.39 1.16 -1.68
63 C -3.40 1.69 0.89
64 H -2.39 2.08 0.75
65 H -4.10 2.50 0.67
66 H -3.52 1.40 1.94
67 C -5.16 0.11 0.08
68 H -5.43 -0.69 -0.61
69 H -5.43 -0.18 1.11
70 H -5.78 0.98 -0.17
71 Re -0.23 -0.08 0.47
72 N 0.13 0.59 -1.20
73 C 0.69 0.87 -2.23
74 C 0.25 1.88 -3.37
75 C 1.32 2.00 -4.44
76 C -1.02 1.32 -4.01
77 C 0.02 3.26 -2.74
78 H 2.25 2.42 -4.04
79 H 1.54 1.02 -4.90
80 H 1.00 2.68 -5.24
81 H -1.92 1.62 -3.46
82 H -1.11 1.69 -5.04
83 H -1.00 0.22 -4.05
84 H -0.48 3.91 -3.47
85 H -0.59 3.19 -1.83
86 H 0.97 3.73 -2.47
87 N -0.59 1.37 4.87
88 C -1.38 0.26 4.26
89 C -0.29 -0.72 3.80
90 O 0.53 -0.98 4.70
91 O -0.23 -1.11 2.57
92 H 0.20 0.91 5.38
93 H -1.17 1.91 5.51
94 H -0.24 1.99 4.11
95 H -1.97 -0.21 5.04
96 H -2.02 0.63 3.46

---

DFT (ωB97M-V/def2-TZVPD) results for C31H57BaN2O2P2S as an isolated structure at a distorted geometry.

The gap between HOMO and LUMO is 6.313 eV. The calculation puts the highest occupied orbital energy at -8.845 eV. For the maximum force, the calculation gives 0.070 hartree/bohr. Its net charge is +1. Its multiplicity is 1. The energy relative to the best compared isomer or geometry (same formula, charge and spin) comes out at 5.0 kcal/mol.

Positions of all 96 atoms, in Å:
1 C 2.24 -1.40 -0.92
2 C 1.18 0.46 -1.81
3 C 3.16 -1.45 -1.97
4 C 2.01 0.41 -2.94
5 C 3.03 -0.55 -3.02
6 H 3.91 -2.23 -1.95
7 H 1.85 1.14 -3.73
8 H 3.68 -0.60 -3.89
9 N 1.34 -0.41 -0.80
10 P 0.54 -2.79 0.77
11 P -0.12 2.48 -0.22
12 C 2.21 -2.55 0.10
13 H 2.50 -3.49 -0.39
14 H 2.93 -2.37 0.91
15 C -3.36 -0.21 3.49
16 O -4.36 -0.32 4.05
17 C 0.00 1.42 -1.78
18 H 0.06 2.17 -2.58
19 C -1.75 3.42 -0.34
20 C 1.38 3.64 -0.04
21 C -0.41 -3.83 -0.49
22 C 0.69 -3.61 2.47
23 C -2.86 2.57 0.34
24 H -2.65 2.40 1.41
25 H -3.81 3.13 0.28
26 H -3.02 1.60 -0.16
27 C -1.66 4.77 0.41
28 H -1.39 4.63 1.46
29 H -0.96 5.46 -0.08
30 H -2.66 5.24 0.38
31 C -2.10 3.69 -1.80
32 H -3.01 4.31 -1.83
33 H -1.31 4.25 -2.32
34 H -2.31 2.77 -2.35
35 C 1.28 4.26 1.38
36 H 0.77 3.59 2.08
37 H 2.29 4.45 1.77
38 H 0.75 5.22 1.36
39 C 2.65 2.77 -0.11
40 H 2.63 1.96 0.63
41 H 2.80 2.33 -1.10
42 H 3.52 3.40 0.12
43 C 1.44 4.71 -1.15
44 H 0.82 4.47 -2.03
45 H 1.13 5.69 -0.78
46 H 2.48 4.81 -1.51
47 C -0.74 -3.85 2.99
48 H -0.68 -4.27 4.01
49 H -1.34 -2.92 3.06
50 H -1.29 -4.57 2.37
51 C 1.43 -2.61 3.38
52 H 2.40 -2.30 2.97
53 H 0.86 -1.69 3.57
54 H 1.62 -3.08 4.36
55 C 1.48 -4.92 2.40
56 H 2.40 -4.82 1.81
57 H 1.75 -5.19 3.43
58 H 0.89 -5.75 2.00
59 C 0.03 -3.47 -1.91
60 H 1.07 -3.76 -2.12
61 H -0.61 -4.01 -2.62
62 H -0.08 -2.39 -2.12
63 C -1.90 -3.47 -0.29
64 H -2.17 -2.55 -0.83
65 H -2.52 -4.29 -0.66
66 H -2.17 -3.32 0.76
67 C -0.14 -5.32 -0.28
68 H 0.93 -5.55 -0.31
69 H -0.58 -5.71 0.64
70 H -0.62 -5.86 -1.12
71 Ba -0.79 -0.05 1.37
72 N -1.80 -0.15 -1.05
73 C -1.35 0.47 -2.01
74 C -1.94 0.38 -3.51
75 C -1.41 1.42 -4.47
76 C -1.58 -1.01 -4.04
77 C -3.48 0.48 -3.37
78 H -1.59 2.45 -4.15
79 H -0.34 1.29 -4.67
80 H -1.92 1.30 -5.43
81 H -1.94 -1.78 -3.35
82 H -2.04 -1.18 -5.02
83 H -0.49 -1.11 -4.16
84 H -3.92 1.17 -4.10
85 H -3.93 -0.51 -3.51
86 H -3.77 0.82 -2.37
87 C 0.22 1.55 4.74
88 S 1.79 1.46 3.85
89 C 2.72 0.51 5.07
90 O 1.49 0.50 2.68
91 H 0.43 2.12 5.66
92 H -0.17 0.55 4.97
93 H -0.52 2.11 4.13
94 H 2.16 -0.36 5.41
95 H 3.67 0.20 4.62
96 H 2.93 1.19 5.91